The following is a quantum chemistry calculation of a cluster of 10 separate species, C48H100ClN9O15P2S in total, from OMol25.

LUMO, eV: -0.12
Spin multiplicity: 1
Total energy, Ha: -5051.32131
HOMO, eV: -7.26
Total charge: 0
Frontier orbital gap, eV: 7.14
SMILES: CCOP(=O)(CCCP(CCCCS(=O)(=O)Cl)C[C@H](C)OCc1ccccc1)OCC.CNC(C)=O.CNC(C)=O.CNC(C)=O.CNC(C)=O.CNC(C)=O.CNC(C)=O.CNC(C)=O.CNC(C)=O.CNC(C)=O

Each line ends with the Mulliken charge.
Element x y z (Å)
C1 4.19 -0.27 0.42  -0.167
C2 3.81 -1.67 1.12  0.074
O1 2.42 -1.58 1.54  -0.417
P1 1.35 -2.30 0.44  0.918
O2 1.94 -2.58 -0.95  -0.790
C3 -0.14 -1.13 0.20  -0.730
C4 0.36 0.33 -0.34  1.973
C5 -0.33 0.66 -1.76  -0.911
P2 -0.88 2.45 -1.98  -0.419
C6 0.60 3.58 -2.42  -0.363
C7 1.55 2.97 -3.56  -0.813
C8 2.67 1.95 -2.97  0.378
C9 4.10 2.68 -2.73  -0.092
S1 5.45 1.63 -3.50  1.036
O3 5.45 1.93 -4.98  -0.592
O4 6.79 1.94 -2.85  -0.499
Cl1 5.12 -0.40 -3.19  -0.207
C10 -1.48 3.17 -0.30  -0.186
C11 -2.68 2.30 0.34  0.424
C12 -4.13 2.98 0.04  -1.107
O5 -2.49 1.94 1.72  -0.272
C13 -2.15 3.07 2.56  -0.976
C14 -0.64 2.87 3.04  1.063
C15 -0.33 1.51 3.78  -0.277
C16 1.08 1.11 4.29  -0.395
C17 2.23 2.14 4.02  -0.358
C18 1.97 3.50 3.31  -0.678
C19 0.52 3.86 2.82  -0.512
O6 0.87 -3.81 1.12  -0.532
C20 -0.37 -4.29 0.51  -0.128
C21 -1.58 -3.90 1.51  -0.673
H1 5.31 -0.05 0.42  0.423
H2 3.76 -0.22 -0.64  -0.273
H3 3.63 0.55 1.02  0.063
H4 4.45 -1.76 2.08  -0.336
H5 4.06 -2.59 0.49  0.392
H6 -0.70 -1.05 1.19  0.166
H7 -0.84 -1.65 -0.54  0.339
H8 1.51 0.29 -0.39  -0.914
H9 0.08 1.07 0.48  -0.580
H10 0.42 0.41 -2.60  0.416
H11 -1.23 -0.05 -1.95  0.569
H12 1.19 3.73 -1.43  0.235
H13 0.18 4.63 -2.68  0.451
H14 0.89 2.51 -4.36  0.425
H15 2.13 3.83 -4.06  0.058
H16 2.36 1.50 -1.97  -0.804
H17 2.84 1.14 -3.78  0.602
H18 4.35 2.72 -1.61  0.329
H19 4.11 3.76 -3.12  -0.007
H20 -0.55 3.26 0.35  -0.379
H21 -1.93 4.20 -0.56  0.650
H22 -2.70 1.30 -0.25  0.051
H23 -4.45 3.72 0.84  0.343
H24 -4.86 2.09 -0.05  0.190
H25 -4.08 3.44 -1.02  0.342
H26 -2.81 2.97 3.51  0.295
H27 -2.38 4.09 2.12  0.354
H28 -1.17 0.75 3.97  0.280
H29 1.22 0.10 4.78  0.301
H30 3.27 1.84 4.36  0.347
H31 2.85 4.22 3.13  0.318
H32 0.35 4.86 2.29  0.330
H33 -0.49 -3.81 -0.52  0.257
H34 -0.34 -5.43 0.40  0.338
H35 -2.05 -4.83 2.00  0.241
H36 -1.19 -3.18 2.31  0.316
H37 -2.38 -3.37 0.89  0.063
C22 5.92 5.64 -5.79  -1.341
C23 5.78 6.10 -4.37  0.863
O7 4.69 6.14 -3.80  -0.687
N1 6.91 6.48 -3.71  -0.140
C24 8.27 6.51 -4.20  -0.817
H38 4.94 5.37 -6.18  0.241
H39 6.33 6.44 -6.41  0.446
H40 6.56 4.76 -5.84  0.380
H41 6.74 6.78 -2.76  0.248
H42 8.87 5.86 -3.57  0.175
H43 8.64 7.53 -4.13  0.299
H44 8.34 6.17 -5.24  0.351
C25 0.58 3.98 6.76  -0.651
C26 0.79 2.84 7.72  0.694
O8 1.06 1.71 7.33  -0.609
N2 0.66 3.10 9.05  -0.179
C27 0.34 4.35 9.69  -0.836
H45 0.72 3.63 5.73  -0.281
H46 -0.43 4.38 6.85  0.359
H47 1.32 4.77 6.95  0.379
H48 0.81 2.28 9.63  0.244
H49 1.16 4.61 10.37  0.277
H50 -0.58 4.22 10.27  0.276
H51 0.20 5.16 8.98  0.331
C28 -2.25 -7.25 -2.01  -1.464
C29 -3.09 -6.46 -1.05  0.800
O9 -2.70 -5.42 -0.53  -0.494
N3 -4.33 -6.92 -0.75  0.063
C30 -4.98 -8.12 -1.25  -0.968
H52 -1.29 -6.75 -2.14  0.261
H53 -2.06 -8.25 -1.61  0.396
H54 -2.74 -7.31 -2.98  0.402
H55 -4.84 -6.34 -0.10  0.137
H56 -5.90 -7.82 -1.76  0.313
H57 -5.23 -8.75 -0.40  0.267
H58 -4.35 -8.68 -1.94  0.351
C31 8.73 3.80 -1.46  -0.756
C32 9.70 4.78 -0.86  0.567
O10 9.71 5.96 -1.21  -0.681
N4 10.57 4.33 0.08  -0.150
C33 10.71 3.00 0.61  -0.797
H59 8.11 4.32 -2.19  -0.100
H60 9.27 3.00 -1.97  0.370
H61 8.08 3.39 -0.69  0.471
H62 11.19 5.05 0.43  0.247
H63 10.54 3.04 1.69  0.275
H64 11.72 2.65 0.42  0.270
H65 10.00 2.30 0.17  0.315
C34 7.06 -2.43 3.59  -1.191
C35 6.94 -0.94 3.80  0.861
O11 5.98 -0.30 3.41  -0.564
N5 7.95 -0.32 4.47  -0.215
C36 9.16 -0.89 5.01  -0.878
H66 6.18 -2.79 3.05  0.223
H67 7.94 -2.65 2.99  0.366
H68 7.11 -2.95 4.55  0.363
H69 7.80 0.68 4.58  0.240
H70 9.18 -0.70 6.09  0.299
H71 10.02 -0.40 4.54  0.263
H72 9.22 -1.97 4.84  0.335
C37 -9.99 -9.46 -2.74  -1.399
C38 -8.79 -8.70 -3.22  0.855
O12 -7.65 -9.11 -3.04  -0.645
N6 -8.99 -7.53 -3.87  -0.147
C39 -10.25 -6.88 -4.18  -0.871
H73 -9.67 -10.38 -2.24  0.268
H74 -10.56 -8.86 -2.03  0.370
H75 -10.63 -9.74 -3.59  0.438
H76 -8.14 -7.07 -4.16  0.231
H77 -10.32 -6.76 -5.26  0.300
H78 -10.25 -5.89 -3.71  0.291
H79 -11.10 -7.45 -3.82  0.329
C40 -6.16 -2.10 -0.26  -1.223
C41 -5.99 -3.22 0.73  0.807
O13 -5.70 -4.36 0.38  -0.683
N7 -6.15 -2.93 2.05  -0.138
C42 -6.48 -1.66 2.66  -0.864
H80 -6.00 -2.49 -1.27  0.313
H81 -7.18 -1.71 -0.20  0.394
H82 -5.44 -1.31 -0.07  0.203
H83 -6.01 -3.73 2.66  0.213
H84 -5.68 -1.39 3.35  0.289
H85 -7.41 -1.78 3.22  0.296
H86 -6.60 -0.87 1.92  0.317
C43 -11.68 -7.03 2.51  -1.206
C44 -11.05 -6.12 1.48  0.799
O14 -11.60 -5.10 1.10  -0.664
N8 -9.84 -6.48 0.98  -0.090
C45 -9.04 -7.64 1.29  -0.752
H87 -12.64 -6.62 2.82  0.287
H88 -11.85 -8.02 2.08  0.333
H89 -11.04 -7.10 3.39  0.340
H90 -9.48 -5.82 0.30  0.163
H91 -8.07 -7.29 1.67  0.254
H92 -8.88 -8.21 0.37  0.210
H93 -9.51 -8.28 2.04  0.322
C46 -0.83 7.35 -5.72  -1.473
C47 0.39 6.72 -5.11  0.859
O15 0.34 6.10 -4.06  -0.638
N9 1.58 6.87 -5.75  -0.036
C48 1.84 7.57 -6.99  -0.964
H94 -1.70 7.15 -5.09  0.296
H95 -0.70 8.43 -5.80  0.390
H96 -1.02 6.92 -6.71  0.388
H97 2.35 6.43 -5.28  0.085
H98 2.27 6.86 -7.71  0.293
H99 2.57 8.35 -6.80  0.286
H100 0.94 8.01 -7.42  0.396

The following is a quantum chemistry calculation of a cluster of 2 separate species, C5H8BNO in total, from OMol25.

LUMO, eV: 0.29
Spin multiplicity: 1
Total energy, Ha: -350.18255
HOMO, eV: -8.24
Total charge: 0
Energy relative to the best compared isomer or geometry (same formula, charge and spin), eV: 0.920
Frontier orbital gap, eV: 8.53
SMILES: c1cc[nH]c1.CB=O

Each line ends with the natural charge from an NBO analysis.
Element x y z (Å)
B1 -2.82 0.39 -0.35  1.073
C1 2.44 -0.47 0.28  -0.297
C2 2.56 0.86 0.74  -0.320
C3 1.36 -0.57 -0.51  -0.091
C4 1.36 1.47 0.36  -0.061
C5 -2.79 -1.10 -0.13  -1.058
N1 0.68 0.60 -0.42  -0.517
O1 -2.64 1.57 -0.58  -0.813
H1 3.07 -1.29 0.31  0.210
H2 3.45 1.10 1.32  0.229
H3 0.97 -1.45 -1.04  0.203
H4 -2.53 -1.32 0.94  0.275
H5 -2.05 -1.44 -0.76  0.259
H6 -3.74 -1.49 -0.36  0.265
H7 -0.33 0.61 -0.48  0.414
H8 1.01 2.54 0.70  0.227

The following is a quantum chemistry calculation of a cluster of 2 separate species, C3H11N2 in total, from OMol25.

LUMO, eV: -3.53
Spin multiplicity: 1
Total energy, Ha: -230.08600
HOMO, eV: -14.93
Total charge: +1
Energy relative to the best compared isomer or geometry (same formula, charge and spin), eV: 2.623
Frontier orbital gap, eV: 11.40

Each line ends with the natural charge from an NBO analysis.
Element x y z (Å)
C1 -2.18 0.56 -0.09  -0.434
N1 -1.17 -0.41 -0.69  -0.721
H1 -1.46 1.41 0.36  0.232
H2 -2.83 0.91 -0.84  0.235
H3 -2.81 0.10 0.77  0.245
H4 -1.68 -1.16 -0.36  0.421
H5 -0.12 -0.57 -0.45  0.443
H6 -1.31 -0.38 -1.72  0.425
C2 1.44 -0.34 1.35  -0.452
C3 1.98 0.15 -0.96  0.033
N2 1.30 -0.59 -0.13  -0.470
H7 0.47 -0.35 1.79  0.202
H8 1.77 0.67 1.68  0.212
H9 2.12 -1.07 1.77  0.244
H10 1.77 0.14 -1.99  0.195
H11 2.70 0.95 -0.48  0.192

The following is a quantum chemistry calculation of a structure of composition C9H17ErNO, from OMol25.

LUMO (spin up / spin down), eV: -12.33 / -14.59
Spin multiplicity: 4
Total energy, Ha: -1496.60138
⟨S²⟩: 3.774
HOMO (spin up / spin down), eV: -20.52 / -19.80
Total charge: +3
Frontier orbital gap (spin up / spin down), eV: 8.19 / 5.22

Each line ends with the Löwdin spin population.
Element x y z (Å)
C1 4.00 1.53 -0.07  0.195
C2 3.42 0.06 -0.52  0.252
C3 2.20 -0.31 0.55  0.259
C4 1.20 -1.46 -0.14  0.137
C5 -0.29 -1.48 0.56  0.054
C6 -1.42 -0.56 -0.19  0.000
C7 -3.03 -0.82 0.15  -0.005
C8 -3.62 0.47 -0.73  -0.003
N1 -2.48 1.46 -1.05  -0.001
C9 -1.42 1.07 0.00  0.000
O1 -0.75 1.88 0.83  -0.001
H1 3.37 2.35 -0.65  0.008
H2 3.75 1.68 1.08  0.010
H3 5.15 1.66 -0.31  0.061
H4 4.19 -0.82 -0.46  0.000
H5 2.94 0.05 -1.60  -0.003
H6 2.60 -0.63 1.60  0.001
H7 1.55 0.66 0.64  -0.002
H8 1.19 -1.42 -1.31  0.000
H9 1.71 -2.51 0.14  0.009
H10 -0.20 -1.26 1.73  0.000
H11 -0.66 -2.62 0.51  0.018
H12 -1.28 -0.72 -1.34  -0.001
H13 -3.48 -1.88 -0.05  0.000
H14 -3.25 -0.51 1.28  -0.004
H15 -4.26 1.12 0.04  -0.003
H16 -4.21 0.04 -1.66  0.000
H17 -2.77 2.49 -0.98  0.000
Er1 -4.16 0.48 1.93  2.022